No. 1
A structure of composition HNO3S. Source: the OMol25 dataset; level of theory: ωB97M-V/def2-TZVPD.

Geometry (Å):
N1 2.45641 0.04698 -0.08740
O1 2.11891 0.57433 -1.06673
O2 3.45775 -0.05768 0.48599
O3 1.15052 -0.85263 0.57670
S1 0.11010 -1.11503 -0.47178
H1 -0.71122 -0.23836 -0.01557

Output
Electronic energy in eV: -18478.5914
Energy relative to the best compared isomer or geometry (same formula, charge and spin) in kJ/mol: 199.98
HOMO-LUMO gap (alpha / beta) in eV: 9.18 / 9.18
Multiplicity: 1
Lowest unoccupied orbital energy (alpha / beta) in hartree: -0.008 / -0.008



No. 2
A structure of composition HNO4P. Source: the OMol25 dataset; level of theory: ωB97M-V/def2-TZVPD.

Geometry (Å):
N1 -0.83635 -0.72536 -0.87199
O1 -1.02051 2.24869 -0.13863
O2 -0.06015 1.23139 2.00749
O3 -2.54050 0.96557 1.59749
O4 -0.19374 -0.55368 -1.88457
P1 -1.22573 1.42543 1.11423
H1 -0.99076 0.22455 -0.17104

Output
Electronic energy in eV: -18985.1755
Energy relative to the best compared isomer or geometry (same formula, charge and spin) in kJ/mol: 0.00
Charge: -1
HOMO-LUMO gap (alpha / beta) in eV: 9.09 / 7.76
Multiplicity: 3
Lowest unoccupied orbital energy (alpha / beta) in hartree: 0.150 / 0.082
Expectation value of S²: 2.009



No. 3
A cluster of 2 separate species, HNO5S2 in total. Source: the OMol25 dataset; level of theory: ωB97M-V/def2-TZVPD.

Geometry (Å):
N1 -0.17776 0.05631 0.95891
O1 -1.53720 0.16547 -1.22011
O2 2.46563 0.80309 -0.81137
O3 -2.05933 1.91083 0.42348
O4 2.55769 -1.44165 0.27271
O5 -0.85565 -1.18012 0.94766
S1 -0.90682 1.14403 -0.23044
S2 1.70186 -0.41405 -0.43394
H1 -1.18843 -1.04391 0.09309

Output
Electronic energy in eV: -33410.9166
Energy relative to the best compared isomer or geometry (same formula, charge and spin) in kJ/mol: 33.88
Charge: -2
HOMO-LUMO gap (alpha / beta) in eV: 5.69 / 5.70
Multiplicity: 1
Lowest unoccupied orbital energy (alpha / beta) in hartree: 0.237 / 0.237



No. 4
A structure of composition HNS3. Source: the OMol25 dataset; level of theory: ωB97M-V/def2-TZVPD.

Geometry (Å):
N1 -0.33040 -0.75801 -0.40215
S1 0.88812 0.32558 -0.99775
S2 -0.23529 -0.42798 1.28186
S3 0.85386 1.41500 1.03596
H1 -1.17629 -0.55460 -0.91793

Output
Electronic energy in eV: -34009.8104
Energy relative to the best compared isomer or geometry (same formula, charge and spin) in kJ/mol: 38.64
HOMO-LUMO gap in eV: 6.80
Multiplicity: 1
Lowest unoccupied orbital energy in hartree: -0.048



No. 5
The ion HO3P2S2 with charge -1. Source: the OMol25 dataset; level of theory: ωB97M-V/def2-TZVPD.

Geometry (Å):
O1 2.78545 0.35036 0.23908
O2 1.02988 -1.11857 1.16585
O3 -0.27171 -1.16329 -1.25928
P1 -0.34604 0.47014 -1.04843
P2 -2.16299 0.47240 0.12859
S1 -2.48396 2.41200 0.35805
S2 1.37504 0.30969 0.86607
H1 0.07432 -1.73274 -0.44993

Output
Electronic energy in eV: -46408.5190
Energy relative to the best compared isomer or geometry (same formula, charge and spin) in kJ/mol: 399.12
Charge: -1
HOMO-LUMO gap in eV: 6.07
Structure (SMILES): O=S([O-])#P(O)P=S
Multiplicity: 1
Lowest unoccupied orbital energy in hartree: 0.075



No. 6
The ion HO5S with charge -1. Source: the OMol25 dataset; level of theory: ωB97M-V/def2-TZVPD.

Geometry (Å):
O1 1.39534 -1.18709 -0.79092
O2 1.73115 -0.03610 1.39024
O3 3.04433 0.52104 -0.65074
O4 -0.36705 1.04176 0.82082
O5 0.31002 1.28949 -0.39063
S1 1.83676 -0.02741 -0.08796
H1 0.38305 0.68649 1.29573

Output
Electronic energy in eV: -21087.4722
Energy relative to the best compared isomer or geometry (same formula, charge and spin) in kJ/mol: 85.77
Charge: -1
HOMO-LUMO gap in eV: 8.77
Structure (SMILES): O=S(=O)([O-])OO
Multiplicity: 1
Lowest unoccupied orbital energy in hartree: 0.153



No. 7
A structure of composition Hg3O18P4Pb4V. Source: the OMol25 dataset; level of theory: ωB97M-V/def2-TZVPD.

Geometry (Å):
Hg1 0.47605 3.14810 -0.47819
Hg2 -2.25010 -1.55800 1.40974
Hg3 -1.11377 0.19528 -1.59174
Pb1 0.49668 -2.13552 4.12046
Pb2 1.85740 -2.41563 -0.65908
Pb3 -1.15529 1.69055 2.77947
Pb4 3.33851 0.86112 0.43338
O1 6.47957 -0.62968 4.14989
V1 5.92056 -0.77108 2.57602
O2 4.22106 -0.57621 2.69844
P1 1.73268 0.18739 -2.46357
O3 2.77619 -0.33659 -1.55187
O4 2.17436 0.64517 -3.81332
O5 0.85622 1.31575 -1.90175
O6 0.56124 -0.92061 -2.53262
P2 0.60316 -0.16616 1.17276
O7 1.91783 -1.03406 1.29311
O8 -0.39971 -0.91775 0.17816
O9 0.80844 1.42818 1.06363
O10 -0.47427 -0.62898 2.24360
P3 -3.39886 -1.68098 -1.63594
O11 -1.94730 -2.00727 -1.90600
O12 -3.94126 -1.95457 -0.25649
O13 -4.22269 -2.41123 -2.63981
O14 -3.68039 -0.25630 -2.08517
P4 -2.35907 2.20561 -0.08253
O15 -2.37259 0.63543 0.12713
O16 -3.70373 2.83583 0.14277
O17 -1.89546 2.37134 -1.58801
O18 -1.30548 2.88091 0.79754

Output
Electronic energy in eV: -133178.6954
Charge: +3
HOMO-LUMO gap in eV: 2.54
Multiplicity: 1
Lowest unoccupied orbital energy in hartree: -0.487



No. 8
A structure of composition I2NO3S. Source: the OMol25 dataset; level of theory: ωB97M-V/def2-TZVPD.

Geometry (Å):
N1 -2.82274 0.93253 -0.78683
O1 2.31684 0.34757 -1.01405
O2 1.74526 -1.72836 0.18250
O3 1.98643 0.39832 1.42627
S1 1.77064 -0.28354 0.16920
I1 -0.86195 0.77001 0.03985
I2 -4.13447 -0.43654 -0.01694

Output
Electronic energy in eV: -34667.7435
Charge: -1
HOMO-LUMO gap (alpha / beta) in eV: 6.62 / 5.77
Multiplicity: 1
Lowest unoccupied orbital energy (alpha / beta) in hartree: 0.071 / 0.068



No. 9
A structure of composition I2OS. Source: the OMol25 dataset; level of theory: ωB97M-V/def2-TZVPD.

Geometry (Å):
O1 -1.06997 -0.49002 -1.32663
S1 0.74873 1.74750 -0.60137
I1 2.27502 0.03623 0.13735
I2 -1.18065 0.53601 0.13838

Output
Electronic energy in eV: -29080.8535
Energy relative to the best compared isomer or geometry (same formula, charge and spin) in kJ/mol: 243.38
HOMO-LUMO gap in eV: 7.57
Multiplicity: 1
Lowest unoccupied orbital energy in hartree: -0.056



No. 10
A structure of composition IK. Source: the OMol25 dataset; level of theory: ωB97M-V/def2-TZVPD.

Geometry (Å):
K1 -10.74592 28.18589 -1.73860
I1 -7.75881 29.01138 0.74817

Output
Electronic energy in eV: -24426.3056
Energy relative to the best compared isomer or geometry (same formula, charge and spin) in kJ/mol: 62.10
HOMO-LUMO gap in eV: 5.36
Multiplicity: 1
Lowest unoccupied orbital energy in hartree: -0.055



No. 11
A structure of composition INa. Source: the OMol25 dataset; level of theory: ωB97M-V/def2-TZVPD.

Geometry (Å):
Na1 -0.88485 -0.72353 -0.32148
I1 0.88485 0.72353 0.32148

Output
Electronic energy in eV: -12518.0296
Energy relative to the best compared isomer or geometry (same formula, charge and spin) in kJ/mol: 36.24
HOMO-LUMO gap in eV: 7.45
Multiplicity: 1
Lowest unoccupied orbital energy in hartree: -0.033



No. 12
A structure of composition InN2O6. Source: the OMol25 dataset; level of theory: ωB97M-V/def2-TZVPD.

Geometry (Å):
In1 -1.68407 -0.42736 0.10736
N1 -0.28731 2.17252 1.18162
O1 -0.38327 3.06378 0.29895
O2 0.55561 2.33680 2.03321
O3 -0.85918 1.08961 1.00259
N2 0.65169 -2.07698 -1.22884
O4 1.63705 -1.33973 -1.25516
O5 0.77448 -3.24651 -1.29236
O6 -0.40500 -1.57213 -0.84738

Output
Electronic energy in eV: -20416.9463
Energy relative to the best compared isomer or geometry (same formula, charge and spin) in kJ/mol: 21.14
Charge: +1
HOMO-LUMO gap in eV: 3.94
Multiplicity: 1
Lowest unoccupied orbital energy in hartree: -0.408